Record 1
{
  "formula": "C23H29F2NO3",
  "method": "ωB97M-V with the def2-TZVPD basis set",
  "elements": ["C", "C", "O", "C", "C", "C", "C", "N", "C", "C", "C", "C", "C", "O", "C", "C", "C", "C", "C", "F", "C", "C", "F", "C", "C", "C", "C", "O", "C", "H", "H", "H", "H", "H", "H", "H", "H", "H", "H", "H", "H", "H", "H", "H", "H", "H", "H", "H", "H", "H", "H", "H", "H", "H", "H", "H", "H", "H"],
  "positions_angstrom": [[6.4322, 3.2290, -1.3932], [5.7813, 1.9221, -1.8219], [4.4517, 1.9412, -1.3326], [3.5491, 0.9773, -1.6612], [2.2480, 1.2654, -1.2571], [1.1895, 0.4055, -1.4928], [-0.2047, 0.7404, -1.0363], [-0.7150, -0.2903, -0.1422], [0.0207, -0.3390, 1.1114], [-0.3891, -1.5717, 1.9098], [-1.8977, -1.5762, 2.1465], [-2.6847, -1.3817, 0.8440], [-2.5885, -2.6118, -0.0877], [-1.3082, -2.9226, -0.5552], [-4.1940, -1.2017, 1.1492], [-4.5294, 0.0058, 1.9720], [-4.5550, -0.0353, 3.3621], [-4.8504, 1.0843, 4.1194], [-5.1361, 2.2717, 3.4711], [-5.4241, 3.3686, 4.1965], [-5.1459, 2.3619, 2.0916], [-4.8432, 1.2218, 1.3713], [-4.8726, 1.3053, 0.0246], [-2.1368, -0.1429, 0.1204], [1.4434, -0.7845, -2.1565], [2.7289, -1.0963, -2.5580], [3.7977, -0.2403, -2.3209], [5.0891, -0.5320, -2.6953], [5.3384, -1.7379, -3.3725], [5.8884, 4.0716, -1.8119], [6.4173, 3.3128, -0.3099], [7.4611, 3.2597, -1.7400], [5.7823, 1.8376, -2.9144], [6.3294, 1.0701, -1.4047], [2.0937, 2.2029, -0.7450], [-0.8679, 0.7794, -1.9068], [-0.2151, 1.7337, -0.5568], [-0.1675, 0.5725, 1.7089], [1.0871, -0.3809, 0.8798], [0.1323, -1.5701, 2.8688], [-0.0985, -2.4682, 1.3639], [-2.1953, -2.5135, 2.6208], [-2.1452, -0.7556, 2.8253], [-2.9497, -3.5007, 0.4411], [-3.2602, -2.4366, -0.9460], [-0.8599, -2.0713, -0.7268], [-4.5391, -2.0951, 1.6731], [-4.7269, -1.1367, 0.1983], [-4.3479, -0.9696, 3.8607], [-4.8659, 1.0446, 5.1965], [-5.3850, 3.2860, 1.5914], [-2.3279, 0.7567, 0.7333], [-2.6583, -0.0176, -0.8328], [0.6417, -1.4772, -2.3578], [2.8945, -2.0334, -3.0641], [5.0835, -2.6076, -2.7582], [4.7953, -1.7891, -4.3218], [6.4094, -1.7406, -3.5713]],
  "atomic_forces_ev_per_a": [[-0.34, -0.34, -0.07], [0.64, 0.19, -0.12], [-0.17, -0.08, 0.10], [-0.11, -0.05, -0.03], [0.10, -0.15, -0.13], [0.09, 0.09, -0.07], [-0.01, -0.01, -0.06], [0.05, 0.14, -0.10], [0.22, -0.30, 0.19], [0.02, 0.14, 0.11], [0.16, -0.04, -0.26], [-0.08, -0.08, -0.02], [-0.42, 0.14, 0.02], [0.43, -0.19, -0.27], [0.29, 0.04, -0.19], [-0.13, 0.07, -0.19], [-0.09, 0.23, -0.16], [-0.05, 0.21, 0.11], [0.06, -0.23, -0.13], [0.01, -0.05, -0.05], [0.00, 0.03, 0.05], [-0.03, -0.10, 0.39], [0.04, -0.02, 0.06], [-0.26, -0.12, 0.04], [0.02, 0.12, 0.06], [0.06, -0.06, -0.05], [0.23, 0.09, -0.01], [-0.32, 0.31, 0.25], [0.04, -0.17, -0.09], [-0.01, 0.12, -0.04], [0.05, 0.04, 0.11], [0.12, 0.02, -0.03], [-0.01, -0.04, 0.15], [-0.11, 0.12, -0.12], [-0.02, 0.13, 0.08], [-0.01, 0.07, 0.09], [-0.04, -0.04, -0.04], [0.01, 0.02, -0.08], [-0.05, 0.06, 0.07], [0.04, 0.01, 0.01], [0.06, 0.04, 0.07], [-0.10, -0.03, 0.08], [0.00, -0.02, 0.05], [-0.11, 0.09, 0.03], [-0.06, -0.01, 0.14], [-0.02, -0.02, 0.10], [-0.05, -0.04, -0.03], [-0.05, -0.11, 0.01], [0.04, -0.11, 0.04], [-0.01, 0.02, 0.11], [-0.03, 0.10, -0.05], [0.03, 0.00, -0.08], [-0.02, 0.03, 0.01], [-0.11, -0.12, -0.04], [0.07, -0.08, -0.06], [-0.01, 0.03, -0.04], [0.01, -0.01, 0.04], [-0.08, -0.06, -0.02]],
  "mulliken_charge": [-1.4170, -0.1623, -0.4433, 0.2796, -0.6404, 0.2280, -1.1657, 0.8075, -0.7397, -0.9815, -1.1418, 2.2746, -1.2449, -0.6371, -2.1138, 0.1729, -0.1532, -0.7666, 0.3857, -0.3307, -0.7049, 0.4924, -0.3630, -1.8730, -1.0491, -0.4947, 1.4897, -0.4346, -0.9775, 0.3316, 0.3238, 0.4136, 0.3387, 0.2859, 0.3875, 0.4321, 0.2792, 0.3031, 0.4578, 0.5291, 0.3614, 0.3239, 0.4512, 0.4740, 0.3347, 0.3662, 0.6533, 0.5869, 0.4922, 0.4338, 0.4861, 0.3828, 0.4912, 0.4054, 0.3943, 0.3542, 0.3653, 0.2654],
  "smiles": "CCOc1cc(CN2CCC[C@@](CO)(Cc3ccc(F)cc3F)C2)ccc1OC",
  "e_homo_ev": -8.02
}

***

Record 2
{
  "formula": "C23H29FN4O2",
  "method": "ωB97M-V with the def2-TZVPD basis set",
  "elements": ["C", "C", "O", "N", "C", "C", "C", "C", "O", "N", "C", "C", "C", "C", "C", "C", "C", "C", "C", "N", "N", "C", "C", "C", "C", "F", "C", "C", "C", "C", "H", "H", "H", "H", "H", "H", "H", "H", "H", "H", "H", "H", "H", "H", "H", "H", "H", "H", "H", "H", "H", "H", "H", "H", "H", "H", "H", "H", "H"],
  "positions_angstrom": [[4.4651, -1.4063, 5.8952], [3.2056, -0.7588, 5.3567], [2.3978, -0.2243, 6.0953], [3.0327, -0.7802, 4.0149], [3.8474, -1.4631, 3.0378], [3.0657, -2.6155, 2.3978], [1.7432, -2.1246, 1.8007], [1.9837, -1.2566, 0.5624], [3.0800, -0.8982, 0.1837], [0.8498, -0.9276, -0.0898], [0.8576, -0.0819, -1.2736], [0.8269, 1.4181, -0.9214], [-0.5763, 2.0100, -0.7110], [-1.3208, 1.3129, 0.4299], [-0.4328, 3.4955, -0.3702], [-1.3824, 1.8686, -2.0183], [-1.2907, 0.4668, -2.4983], [-0.2949, -0.4230, -2.1503], [-0.6676, -1.6377, -2.7528], [-1.7979, -1.5038, -3.4086], [-2.1761, -0.2235, -3.2668], [-3.3650, 0.2028, -3.8687], [-4.3824, -0.7326, -4.0499], [-5.5717, -0.3623, -4.6437], [-5.7337, 0.9508, -5.0511], [-6.8967, 1.3232, -5.6217], [-4.7303, 1.8899, -4.8984], [-3.5372, 1.5108, -4.3108], [0.9599, -1.3505, 2.8703], [1.8229, -0.2282, 3.4453], [4.4828, -2.4699, 5.6686], [4.4707, -1.2759, 6.9740], [5.3508, -0.9336, 5.4771], [4.7588, -1.8441, 3.4928], [4.1222, -0.7520, 2.2523], [3.6783, -3.0611, 1.6135], [2.8534, -3.3765, 3.1523], [1.1529, -2.9910, 1.4781], [-0.0391, -1.2643, 0.2413], [1.8113, -0.2954, -1.7745], [1.4305, 1.5708, -0.0257], [1.3071, 1.9627, -1.7367], [-1.6180, 0.3056, 0.1482], [-0.6951, 1.2635, 1.3180], [-2.2228, 1.8678, 0.6813], [-1.4108, 3.9651, -0.2901], [0.0833, 3.6177, 0.5789], [0.1363, 4.0165, -1.1369], [-2.4241, 2.1516, -1.8483], [-0.9627, 2.5509, -2.7649], [-0.1600, -2.5811, -2.7290], [-4.2140, -1.7474, -3.7279], [-6.3694, -1.0724, -4.7912], [-4.8829, 2.8990, -5.2465], [-2.7391, 2.2285, -4.2244], [0.0388, -0.9320, 2.4619], [0.6900, -2.0334, 3.6789], [1.2932, 0.3000, 4.2403], [2.0958, 0.4796, 2.6541]],
  "atomic_forces_ev_per_a": [[-0.17, 0.11, 0.17], [0.29, -0.06, 0.13], [-0.15, 0.07, 0.34], [-0.13, 0.14, -0.28], [0.26, -0.29, -0.17], [0.07, 0.21, -0.20], [0.16, -0.16, 0.11], [-0.44, -0.43, 0.33], [0.44, 0.17, -0.16], [-0.30, 0.05, -0.18], [0.28, 0.19, -0.03], [-0.09, -0.15, -0.07], [0.05, 0.13, -0.01], [0.06, 0.10, -0.15], [-0.03, -0.27, -0.09], [0.05, 0.10, 0.14], [0.32, -0.28, 0.12], [-0.23, 0.26, -0.16], [-0.14, 0.40, 0.09], [-0.20, -0.65, -0.44], [0.81, 0.01, 0.42], [-0.74, 0.14, -0.35], [0.14, 0.13, 0.08], [-0.08, 0.25, -0.11], [0.17, 0.01, 0.06], [0.06, -0.02, 0.02], [-0.32, -0.10, -0.06], [0.12, -0.28, 0.10], [0.10, 0.13, -0.05], [-0.43, 0.08, 0.21], [0.09, -0.09, -0.05], [-0.04, 0.01, -0.03], [0.10, -0.05, -0.06], [-0.02, 0.06, 0.01], [0.06, -0.11, 0.14], [0.01, -0.06, 0.02], [0.01, -0.02, 0.01], [0.03, 0.08, 0.00], [0.08, -0.03, 0.05], [-0.20, 0.08, 0.07], [0.07, 0.04, 0.01], [0.06, 0.09, -0.04], [-0.06, -0.13, 0.05], [0.06, -0.03, 0.14], [-0.12, 0.04, 0.03], [-0.12, 0.08, 0.03], [0.07, 0.05, 0.13], [0.07, 0.09, -0.09], [0.00, 0.07, -0.02], [-0.07, 0.07, 0.00], [0.08, -0.26, -0.03], [-0.02, -0.06, 0.03], [-0.09, -0.06, -0.02], [-0.03, 0.09, -0.04], [0.10, 0.07, 0.01], [-0.06, -0.01, 0.02], [-0.05, 0.01, 0.00], [0.08, -0.02, -0.19], [-0.01, 0.04, 0.02]],
  "mulliken_charge": [-1.3959, 1.1363, -0.6672, 0.0887, -0.8500, -1.1162, 0.1987, -0.0066, -0.6779, -0.0831, -0.2924, -1.4535, 2.3117, -1.7961, -2.1709, -1.6818, 0.5270, -0.0346, -0.7418, -1.2107, 0.6248, 0.2106, -0.3518, -0.6350, 0.3738, -0.3262, -0.7900, -0.1131, -0.7734, -0.9988, 0.3247, 0.3428, 0.3447, 0.5259, 0.2322, 0.3983, 0.4458, 0.5277, 0.4752, 0.6368, 0.4835, 0.4189, 0.3256, 0.2477, 0.5633, 0.4150, 0.4621, 0.4336, 0.6512, 0.4616, 0.5874, 0.4767, 0.4235, 0.4263, 0.4053, 0.4254, 0.4723, 0.4468, 0.3146],
  "smiles": "CC(=O)N1CCC(C(=O)N[C@@H]2CC(C)(C)Cc3c2cnn3-c2ccc(F)cc2)CC1",
  "de_lowest_kj_mol": 0.0,
  "e_homo_ev": -8.70
}

***

Record 3
{
  "formula": "C23H29N12O2RuSi",
  "method": "ωB97M-V with the def2-TZVPD basis set",
  "elements": ["Ru", "N", "C", "N", "C", "N", "N", "C", "C", "C", "C", "C", "C", "N", "C", "C", "C", "C", "C", "C", "H", "H", "H", "H", "H", "H", "H", "H", "H", "H", "H", "N", "N", "C", "N", "N", "N", "O", "O", "H", "H", "H", "H", "H", "N", "C", "C", "N", "C", "H", "H", "H", "H", "C", "Si", "C", "C", "C", "C", "H", "H", "H", "H", "H", "H", "H", "H", "H"],
  "positions_angstrom": [[0.4621, 0.5900, 1.1288], [1.6200, 2.6910, -3.4242], [1.5954, 2.6727, -2.0935], [1.6730, 1.6126, -1.3485], [1.8320, 0.3915, -1.9808], [2.0441, -0.7041, -1.3144], [1.9242, -0.6033, 0.0249], [2.5401, -1.5044, 0.6966], [2.4366, -1.4032, 2.1236], [3.1453, -2.2198, 2.9958], [3.0756, -1.9748, 4.3522], [2.2912, -0.9191, 4.7936], [1.5826, -0.1756, 3.8713], [1.6475, -0.3909, 2.5486], [1.8072, 0.3181, -3.4327], [1.8675, -0.8950, -4.1278], [1.8194, -0.8984, -5.5033], [1.7077, 0.3023, -6.2097], [1.6424, 1.5091, -5.5457], [1.6930, 1.5045, -4.1561], [1.5668, 3.5727, -3.9131], [1.5059, 3.6450, -1.6196], [3.1354, -2.2629, 0.2057], [3.7447, -3.0266, 2.5994], [3.6223, -2.5900, 5.0527], [2.2063, -0.6810, 5.8437], [0.9109, 0.6008, 4.2116], [1.9497, -1.8135, -3.5659], [1.8670, -1.8327, -6.0436], [1.6680, 0.2867, -7.2901], [1.5517, 2.4402, -6.0892], [1.3960, 2.5119, 1.9635], [0.5048, 3.5914, 1.8214], [-0.5261, 3.5209, 0.9224], [-1.1707, 4.6587, 0.6911], [-0.7578, 2.3283, 0.3846], [-1.6679, 2.2582, -0.7005], [-2.5133, 3.1282, -0.8194], [-1.5209, 1.3181, -1.4192], [1.6310, 2.4049, 2.9487], [2.2573, 2.6743, 1.4420], [0.8086, 4.4992, 2.1447], [-0.8956, 5.5137, 1.1442], [-1.9944, 4.6290, 0.1011], [-2.4154, 0.8444, 4.2331], [-2.3156, -0.5172, 4.1172], [-1.4389, -0.7444, 3.1062], [-0.9997, 0.4679, 2.6144], [-1.6148, 1.4056, 3.3153], [-3.0164, 1.3444, 4.8695], [-2.8847, -1.1902, 4.7318], [-1.1231, -1.6745, 2.6689], [-1.5324, 2.4674, 3.1723], [-3.4091, -3.7481, 0.3636], [-2.5442, -2.8067, -1.0030], [-1.6013, -3.9569, -2.1310], [-3.7523, -1.7423, -1.9556], [-1.3540, -1.6368, -0.1942], [-0.6419, -0.7930, 0.3013], [-4.1262, -4.4602, -0.0487], [-3.9574, -3.0679, 1.0171], [-2.7021, -4.3120, 0.9736], [-2.2941, -4.6471, -2.6168], [-0.8716, -4.5533, -1.5823], [-1.0741, -3.4097, -2.9133], [-4.4147, -2.3445, -2.5788], [-3.2275, -1.0394, -2.6040], [-4.3753, -1.1639, -1.2712]],
  "atomic_forces_ev_per_a": [[0.66, 0.71, 0.45], [-0.02, -0.01, -0.08], [-0.06, 0.04, 0.01], [0.01, -0.14, 0.17], [0.05, 0.05, 0.11], [-0.17, 0.06, -0.39], [-0.05, 0.44, -0.12], [-0.04, 0.10, -0.17], [0.08, 0.07, 0.25], [-0.03, 0.07, -0.08], [-0.01, 0.03, 0.03], [0.00, 0.03, -0.01], [-0.09, 0.09, 0.04], [-0.41, -0.67, 0.17], [-0.04, 0.00, -0.05], [0.00, 0.03, -0.05], [0.01, -0.03, 0.04], [-0.01, 0.06, 0.00], [0.02, -0.06, 0.00], [0.01, 0.01, 0.05], [0.00, -0.03, 0.01], [-0.02, 0.02, 0.01], [0.00, 0.00, -0.07], [0.02, 0.00, -0.04], [0.00, -0.01, 0.02], [-0.02, 0.00, 0.01], [0.00, 0.04, -0.06], [0.00, -0.02, 0.01], [0.00, -0.02, -0.01], [0.00, 0.01, -0.01], [0.00, 0.02, -0.01], [0.11, -0.18, -0.03], [-0.11, -0.07, 0.06], [0.26, 0.10, -0.05], [-0.01, -0.04, 0.00], [0.27, -0.45, -0.16], [-0.03, -0.12, -0.01], [-0.20, 0.02, -0.01], [0.10, 0.06, -0.05], [-0.06, 0.06, -0.12], [-0.06, 0.06, -0.03], [0.00, -0.05, -0.06], [0.02, 0.02, -0.02], [0.06, -0.01, 0.08], [0.02, 0.08, -0.05], [-0.02, -0.06, -0.04], [-0.04, -0.10, 0.04], [-0.19, 0.17, 0.13], [-0.01, 0.01, -0.07], [0.01, -0.01, -0.01], [0.00, -0.03, 0.02], [0.01, 0.01, 0.00], [0.03, 0.05, 0.04], [0.03, 0.00, -0.09], [-0.06, 0.07, 0.01], [-0.05, 0.01, 0.04], [0.05, -0.06, 0.04], [-0.29, -0.36, -0.18], [0.22, -0.10, 0.29], [-0.02, 0.00, -0.01], [-0.01, 0.03, 0.01], [0.04, -0.01, 0.01], [0.00, -0.01, -0.01], [0.02, 0.00, 0.03], [0.01, 0.04, -0.01], [-0.01, -0.04, 0.00], [0.02, 0.00, -0.02], [0.00, 0.02, 0.01]],
  "mulliken_spin": [0.9044, 0.0005, 0.0038, 0.0222, 0.0128, 0.0110, 0.0351, -0.0019, 0.0176, 0.0007, -0.0021, 0.0014, 0.0007, -0.0062, 0.0009, 0.0010, -0.0007, 0.0008, -0.0005, -0.0012, -0.0001, 0.0004, -0.0031, -0.0001, -0.0001, -0.0002, 0.0005, 0.0001, 0.0001, 0.0000, -0.0001, -0.0034, 0.0055, -0.0117, 0.0021, 0.0099, 0.0092, 0.0043, 0.0029, 0.0009, 0.0018, -0.0007, -0.0001, 0.0000, 0.0016, -0.0006, -0.0088, 0.0074, 0.0085, -0.0002, -0.0004, 0.0005, 0.0040, 0.0000, -0.0035, 0.0006, 0.0007, 0.0063, -0.0352, 0.0000, 0.0000, 0.0000, 0.0000, 0.0001, 0.0001, 0.0001, -0.0001, 0.0001],
  "total_charge": 2,
  "spin_multiplicity": 2,
  "de_lowest_kj_mol": 127.2,
  "e_homo_ev": [-13.16, -13.09]
}

***

So what do the calculations give for max |F|? Going down the list: 0.0133 0.0177 0.0207 Eh/bohr.